68
Properties=species:S:1:pos:R:3:mulliken_charge:R:1 method="wB97M-V/def2-TZVPD" total_energy_ev=-78741.1697 orbital_gap_ha=0.207 homo_energy_ev=-5.3 charge=-1
Be -0.1716 -0.1827 0.7064 0.13
S 1.8172 -0.7490 0.5630 -0.73
C 1.3038 -1.9998 -0.5625 0.40
N 2.1313 -2.7256 -1.2703 -0.69
N 3.4034 -2.4932 -1.1176 0.39
C 4.3703 -2.9557 -2.0020 0.51
C 5.7039 -2.6328 -1.7522 -0.46
C 6.6894 -3.0433 -2.6316 -0.50
C 6.3574 -3.7769 -3.7618 -0.50
C 5.0293 -4.0994 -4.0060 -0.55
C 4.0340 -3.7005 -3.1321 -0.26
N -0.0017 -2.2487 -0.8077 -0.50
N -0.8251 -1.4381 -0.3007 0.79
C -2.1767 -1.6754 -0.6069 -0.02
C -3.0668 -0.6043 -0.5289 0.19
C -4.4059 -0.7917 -0.8231 -0.96
C -4.8740 -2.0476 -1.1792 -0.40
C -3.9885 -3.1147 -1.2596 -0.66
C -2.6457 -2.9352 -0.9850 -0.33
H 3.6606 -1.7994 -0.4161 0.21
H 5.9541 -2.0537 -0.8707 0.35
H 7.7224 -2.7923 -2.4292 0.35
H 7.1284 -4.0830 -4.4562 0.37
H 4.7625 -4.6671 -4.8876 0.36
H 2.9941 -3.9340 -3.3112 0.42
H -2.6820 0.3758 -0.2827 0.61
H -5.0867 0.0480 -0.7767 0.40
H -5.9233 -2.1951 -1.3976 0.39
H -4.3526 -4.0945 -1.5395 0.37
H -1.9476 -3.7575 -1.0494 0.46
O -0.5977 -0.5496 2.3186 -0.24
C -0.9465 0.3142 3.1341 -0.20
C -1.2839 1.6586 2.8125 1.15
C -1.7779 2.5294 3.7866 -0.59
C -2.1572 3.8000 3.4364 -0.36
C -2.0288 4.2453 2.1024 -0.34
C -1.5289 3.4204 1.1406 -0.78
C -1.1385 2.0870 1.4521 0.23
O -0.6854 1.3141 0.5439 -0.55
N -2.7114 4.6873 4.4322 1.02
O -3.0611 5.8004 4.0781 -0.64
O -2.8052 4.2793 5.5787 -0.63
H -1.0110 0.0172 4.1897 0.29
H -1.8798 2.2015 4.8132 0.50
H -2.3381 5.2557 1.8777 0.49
H -1.4222 3.7506 0.1162 0.50
O -1.4614 0.0595 -8.6913 -0.67
S -0.3788 0.5410 -9.5259 1.19
O -0.6822 1.7426 -10.2830 -0.69
O 0.3334 -0.4941 -10.2567 -0.69
C 0.8970 1.1183 -8.3384 0.05
N 2.0004 1.6785 -8.8295 -0.52
C 2.9079 2.0517 -7.9417 -0.37
C 2.7457 1.8783 -6.5737 -0.55
C 1.5511 1.3032 -6.1574 0.48
N 0.6394 0.9287 -7.0566 -0.28
C 1.1811 1.0749 -4.7376 0.96
C -0.0518 0.4884 -4.4518 -0.75
C -0.4069 0.2910 -3.1292 -0.45
N 0.3718 0.6249 -2.1008 0.20
C 1.5436 1.1831 -2.3758 -0.51
C 1.9918 1.4319 -3.6642 -0.92
H 3.8041 2.5135 -8.3450 0.40
H 3.5165 2.1837 -5.8797 0.35
H -0.7024 0.2102 -5.2691 0.70
H -1.3657 -0.1535 -2.8827 0.39
H 2.1566 1.4373 -1.5173 0.46
H 2.9543 1.9019 -3.8159 0.25